[1]
Entry from the OMol25 dataset: C11H13PS in the gas phase (ωB97M-V/def2-TZVPD).

Values from the calculation:
SMILES string: [H]/P=C1/C2=CC=CC[C@@H]2S[C@H]1C(=C)C
LUMO energy: -0.2 eV
highest occupied orbital energy: -8.2 eV
HOMO-LUMO gap: 0.2942 Ha

XYZ file:
```
26
Properties=species:S:1:pos:R:3:forces:R:3
H -0.78019 0.50479 3.44317 0.1209 0.1962 0.3738
P 0.43302 -0.12846 3.06161 -0.5376 -0.0421 0.6643
C 0.37144 0.43398 1.52608 3.2436 -1.9080 -3.6052
C 1.51755 -0.32984 0.45001 -0.6226 0.4777 4.7343
C 2.67354 -0.91700 0.88684 -1.1090 0.4173 0.5760
C 3.50358 -1.66636 -0.09345 -3.8263 3.9588 -1.7691
C 3.31372 -1.37637 -1.40223 1.6600 -2.3895 -0.2042
C 2.28470 -0.41588 -1.90757 -1.3729 0.8218 1.4805
C 1.02685 -0.34990 -0.91784 -0.3349 -1.4833 -2.1339
S 0.01039 1.11408 -1.09467 -0.2060 1.2738 -0.0511
C -0.49229 1.30151 0.68635 -1.6291 0.2398 0.6335
C -2.03650 1.05797 0.86290 0.6460 3.2799 -2.3424
C -2.57491 -0.04421 1.27250 0.4061 -1.9335 0.6004
C -2.82284 2.31628 0.16178 1.4223 -2.5111 2.8968
H 2.98678 -0.90910 2.00794 -0.6815 0.1275 -2.1950
H 4.15510 -2.27306 0.33894 3.1365 -2.7381 1.0498
H 4.00844 -1.89249 -2.15411 -1.1891 0.8781 1.0005
H 2.77366 0.59042 -1.70139 -0.6404 -0.6473 -1.3822
H 1.84496 -0.71319 -2.89850 1.1363 0.9555 0.6410
H 0.26507 -1.15666 -1.23984 1.5071 0.4283 1.1367
H -0.40711 2.37766 0.94865 0.5555 -0.5890 -0.1873
H -3.62412 -0.21638 1.21521 -0.6658 -0.0472 0.1658
H -1.92909 -0.87975 1.60422 -0.5691 0.4964 -0.1200
H -3.90680 2.10981 0.18854 0.6184 0.4988 -0.2672
H -2.46953 3.19726 0.73977 -0.7138 -0.2828 -0.5345
H -2.33168 2.27507 -0.78220 -0.3545 0.5220 -1.1611
```
Positions in Å, forces in eV/Å.



[2]
Entry from the OMol25 dataset: a molecular structure, C31H54CeN3OP2 (ωB97M-V/def2-TZVPD).

Values from the calculation:
total charge: +3
LUMO energy (spin up / spin down): -10.3 / -10.3 eV
highest occupied orbital energy (spin up / spin down): -16.2 / -16.2 eV
HOMO-LUMO gap (spin up / spin down): 0.2178 / 0.2185 Ha

XYZ file:
```
92
Properties=species:S:1:pos:R:3:forces:R:3
C -1.88298 1.43075 -2.30531 0.2110 0.3168 0.0533
C -1.49339 -0.86616 -1.86173 -1.4805 0.4153 -0.9862
C -2.79179 1.12534 -3.30788 -0.0835 -0.3730 0.1905
C -2.47188 -1.20495 -2.80914 0.4328 -0.2553 0.4722
C -3.12552 -0.21308 -3.52522 0.2667 0.2549 0.0277
H -3.26143 1.93225 -3.85699 -0.0386 -0.1162 -0.0114
H -2.72880 -2.25808 -2.91363 -0.0198 0.3325 -0.1642
H -3.88945 -0.49252 -4.23972 0.0145 0.1012 -0.0372
N -1.26448 0.46246 -1.60194 0.1760 -1.2530 -0.0760
P -0.63383 2.99949 -0.35534 -0.1649 0.2347 0.1888
P 0.44168 -2.85571 -0.53695 -0.6138 -0.9737 1.8161
C -1.55257 2.87871 -1.96225 0.0779 -0.4636 -0.2851
H -0.94377 3.29612 -2.77856 -0.1570 -0.1273 0.2630
H -2.48194 3.47029 -1.94716 0.3972 -0.2793 0.0611
C -0.97778 -1.88682 -0.91046 -1.0925 0.5403 1.5126
H -1.83020 -2.40954 -0.43689 0.1012 0.4927 -0.1411
C 0.67278 -4.15399 -1.91896 0.6019 -0.1292 -0.2875
C -0.02513 -3.62842 1.17927 -0.2968 -0.2105 -1.0122
C 0.90692 4.07120 -0.66431 -0.1556 0.0073 0.1487
C -1.93528 3.84502 0.72250 0.4981 -0.0404 0.0119
C 2.19046 -4.20325 -2.17691 0.0252 -0.1040 0.0205
H 2.73476 -4.60687 -1.31040 -0.1546 0.0952 -0.2316
H 2.40841 -4.84462 -3.04439 -0.0579 0.1566 0.2404
H 2.58350 -3.19869 -2.37736 -0.0739 -0.3841 0.0691
C 0.15030 -5.55524 -1.59673 -0.1112 -0.0694 0.2394
H 0.62983 -5.99975 -0.71755 -0.1369 0.0581 -0.2379
H -0.93874 -5.56009 -1.46922 0.2873 -0.0469 -0.0475
H 0.37711 -6.20659 -2.45445 0.0188 0.2324 0.1569
C -0.08182 -3.64490 -3.14623 -0.0456 0.1260 -0.0566
H 0.20802 -4.24238 -4.02432 -0.0769 0.1880 0.2474
H -1.16792 -3.72399 -3.02142 0.2841 -0.0906 0.0288
H 0.15363 -2.59446 -3.34438 -0.1898 -0.2354 -0.1352
C 1.19856 -4.40341 1.69845 0.1226 0.1045 0.0419
H 2.08456 -3.75803 1.77679 -0.1619 -0.0966 0.0005
H 0.97819 -4.80192 2.70072 0.0549 0.0866 -0.2809
H 1.46923 -5.25480 1.05777 -0.1836 0.2793 0.1938
C -0.35049 -2.46247 2.12932 0.0454 -0.0725 -0.0026
H 0.51103 -1.79412 2.30098 -0.0784 -0.2443 0.0105
H -1.23945 -1.89236 1.78960 0.0264 -0.1907 0.0703
H -0.63501 -2.85774 3.11522 0.0882 0.1219 -0.1998
C -1.25612 -4.53733 1.11220 -0.0633 -0.2596 0.3953
H -1.08469 -5.45403 0.54181 -0.0075 0.3188 0.2484
H -1.51059 -4.84071 2.13862 -0.0582 0.0254 -0.2386
H -2.13163 -4.02876 0.69570 0.0376 -0.0797 0.0696
C -1.31163 4.14221 2.09914 -0.2294 0.2136 -0.0616
H -2.07002 4.66606 2.69963 0.2683 -0.1635 -0.0091
H -1.03146 3.22549 2.63496 0.0199 0.2187 -0.1061
H -0.43386 4.79944 2.02773 -0.2920 -0.2426 0.0864
C -3.10422 2.85401 0.88604 0.0446 0.2463 -0.0572
H -3.54306 2.56617 -0.07833 0.0390 0.0060 0.2204
H -2.81126 1.94718 1.43599 -0.0941 0.1420 -0.1630
H -3.88870 3.35816 1.46929 0.1454 -0.2557 -0.1190
C -2.47721 5.14656 0.11330 -0.1056 0.1690 0.1948
H -3.30634 5.47981 0.75363 0.1435 -0.0016 -0.2223
H -1.73468 5.94977 0.09683 -0.2781 -0.2559 0.0319
H -2.87514 5.01694 -0.89888 0.0241 0.0951 0.2426
C 1.44055 3.80698 -2.08338 0.0528 -0.0411 0.0356
H 0.83569 4.30269 -2.85507 0.1770 -0.1234 0.2194
H 2.46028 4.21680 -2.15945 -0.3065 -0.1144 0.0361
H 1.49397 2.73501 -2.31286 -0.0652 0.2341 0.0852
C 1.97170 3.63683 0.36676 -0.0346 0.1034 -0.0210
H 2.27319 2.58528 0.24216 -0.0429 0.1457 -0.0733
H 2.86517 4.26249 0.22174 -0.1945 -0.2267 0.0978
H 1.63338 3.77334 1.40320 0.0279 0.0041 -0.2169
C 0.65560 5.57703 -0.51499 0.2557 0.1824 -0.0533
H -0.09732 5.94663 -1.22259 0.1972 -0.0994 0.2023
H 0.38058 5.86164 0.50836 0.0455 -0.0392 -0.3534
H 1.60039 6.09386 -0.74711 -0.2636 -0.1008 0.0539
Ce -0.03611 -0.00040 0.45150 -1.4159 -0.4184 -0.6795
C -1.23112 0.66928 2.81247 -1.5862 0.7548 5.0487
O -1.55696 0.84600 3.90736 1.2953 -0.7180 -4.4518
N 1.48044 -0.34716 -1.17764 0.5729 -2.7554 -5.6947
C 1.45586 -0.94464 -2.23204 2.9699 5.2537 3.0957
C 2.28114 -0.74953 -3.56666 -0.0462 -0.9614 -1.3518
C 1.89502 -1.67072 -4.71393 -0.0471 -0.3074 -0.2569
C 2.07774 0.69101 -4.02071 -0.4453 0.6639 0.4505
C 3.74142 -0.98627 -3.18218 0.3085 -0.1598 0.8497
H 2.01710 -2.72705 -4.45364 -0.0392 0.2810 -0.1563
H 0.86698 -1.48316 -5.04375 0.1774 -0.1145 -0.0049
H 2.55908 -1.47054 -5.56806 -0.1780 0.0434 0.3351
H 2.49434 1.38134 -3.27905 -0.1595 -0.1324 -0.1728
H 2.60501 0.88159 -4.96633 -0.1345 -0.3808 0.2477
H 1.00939 0.90184 -4.17926 0.3062 0.0821 0.0249
H 4.41168 -0.73722 -4.01407 -0.4104 -0.0181 -0.0004
H 4.01601 -0.35463 -2.32744 0.0439 -0.1756 -0.1974
H 3.91187 -2.03634 -2.91911 0.1635 0.3407 -0.0842
C 3.20013 0.27714 4.26325 0.2953 -0.0171 0.4612
C 2.30690 0.30814 3.13656 -1.0660 0.0729 -1.7621
N 1.60694 0.32590 2.20189 1.8107 0.1130 2.1896
H 4.09373 -0.31023 4.01009 -0.2116 0.1437 0.0013
H 2.70284 -0.18666 5.12678 0.0756 0.1264 -0.2167
H 3.50171 1.30011 4.52548 -0.0788 -0.2060 -0.0722
```
Positions in Å, forces in eV/Å.



Energy above the lowest of the compared OMol25 structures with the same formula, charge and spin for every record listed, in sequence, given in kcal/mol: 78.3 49.2.